# 1
ORCA calculation (ωB97M-V with the def2-TZVPD basis set) on an isolated molecule of C2H6S2.

Each line ends with the Löwdin charge.
CARTESIAN COORDINATES (ANGSTROEM)
C1 0.35 -1.83 -0.31  -0.436
S1 -0.04 -0.66 1.08  0.383
S2 -0.22 1.20 0.11  0.387
C2 0.13 0.95 -1.64  -0.473
H1 1.38 -1.60 -0.58  0.020
H2 -0.38 -1.71 -1.10  0.020
H3 0.27 -2.80 0.16  0.023
H4 0.00 1.94 -2.08  0.031
H5 -0.69 0.33 -1.95  0.006
H6 1.11 0.49 -1.81  0.038

Spin multiplicity: 1
E (eV): -23841.218
SMILES: CSSC
Frontier orbital gap (Eh): 0.3107
LUMO level (eV): 0.727


# 2
ORCA calculation (ωB97M-V with the def2-TZVPD basis set) on an isolated molecule of CH3NO4.

Each line ends with the Löwdin charge.
CARTESIAN COORDINATES (ANGSTROEM)
C1 1.01 0.66 -0.46  -0.056
N1 0.15 -0.44 0.02  -0.095
O1 -1.10 -0.34 -0.67  -0.070
O2 -1.84 -1.25 0.00  -0.030
O3 -1.52 -1.11 1.41  -0.043
O4 -0.44 -0.27 1.46  -0.056
H1 1.00 1.62 0.29  0.139
H2 2.08 0.30 -0.48  0.085
H3 0.65 0.85 -1.57  0.127

Spin multiplicity: 1
E (eV): -10754.094
SMILES: Cn1oooo1
Frontier orbital gap (Eh): 0.3937
LUMO level (eV): 0.868


# 3
ORCA calculation (ωB97M-V with the def2-TZVPD basis set) on a structure of composition C37H28AsCl5MnNO6P2S.

Each line ends with the Löwdin spin population.
CARTESIAN COORDINATES (ANGSTROEM)
Mn1 -0.66 -1.22 -0.02  3.894
Cl1 1.41 -0.90 1.94  0.035
C1 0.95 -2.59 1.83  0.008
C2 0.11 -2.92 0.78  -0.081
C3 -0.29 -4.24 0.70  0.007
Cl2 -1.31 -4.71 -0.62  0.005
C4 0.09 -5.18 1.65  -0.006
Cl3 -0.42 -6.81 1.52  -0.004
C5 0.87 -4.78 2.74  0.017
Cl4 1.31 -5.92 3.95  0.006
C6 1.30 -3.46 2.85  -0.006
Cl5 2.23 -2.93 4.19  -0.003
C7 -0.35 0.63 -3.71  -0.001
N1 -0.21 -0.70 -3.09  -0.009
P1 0.93 -0.96 -1.84  -0.043
C8 2.09 0.42 -1.85  -0.006
C9 3.08 0.51 -2.84  -0.002
C10 3.96 1.58 -2.84  0.000
C11 3.87 2.55 -1.85  0.000
C12 2.90 2.46 -0.86  0.000
C13 2.01 1.40 -0.86  -0.001
C14 1.91 -2.39 -2.37  -0.006
C15 2.08 -2.69 -3.72  -0.002
C16 2.87 -3.76 -4.10  0.000
C17 3.49 -4.55 -3.14  -0.001
C18 3.34 -4.25 -1.79  0.000
C19 2.55 -3.17 -1.41  -0.001
P2 -1.67 -1.53 -2.56  0.046
C20 -1.86 -2.91 -3.72  0.009
C21 -1.14 -3.02 -4.91  0.003
C22 -1.37 -4.09 -5.76  0.000
C23 -2.33 -5.04 -5.45  0.002
C24 -3.06 -4.93 -4.27  0.000
C25 -2.83 -3.87 -3.41  0.003
C26 -3.09 -0.50 -3.00  0.007
C27 -3.49 -0.29 -4.33  0.002
C28 -4.60 0.49 -4.60  0.000
C29 -5.33 1.04 -3.55  0.000
C30 -4.95 0.82 -2.24  0.000
C31 -3.84 0.04 -1.96  0.000
H1 0.64 1.05 -3.89  0.000
H2 -0.92 1.31 -3.08  0.000
H3 -0.85 0.53 -4.68  0.000
H4 3.16 -0.25 -3.60  0.000
H5 4.72 1.65 -3.60  0.000
H6 4.57 3.38 -1.84  0.000
H7 2.83 3.22 -0.10  0.000
H8 1.22 1.35 -0.12  0.000
H9 1.58 -2.09 -4.46  0.000
H10 2.99 -4.00 -5.15  0.000
H11 4.10 -5.39 -3.44  0.000
H12 3.82 -4.85 -1.04  0.000
H13 2.43 -2.95 -0.35  0.000
H14 -0.41 -2.27 -5.16  0.000
H15 -0.81 -4.17 -6.68  0.000
H16 -2.50 -5.88 -6.11  0.000
H17 -3.81 -5.67 -4.02  0.000
H18 -3.40 -3.78 -2.50  0.000
H19 -2.93 -0.74 -5.14  0.000
H20 -4.90 0.65 -5.62  0.000
H21 -6.20 1.65 -3.77  0.000
H22 -5.50 1.25 -1.41  0.000
H23 -3.56 -0.13 -0.93  0.000
O1 -1.12 3.16 0.55  -0.001
As1 -1.88 1.58 0.79  0.008
O2 -3.47 1.71 0.50  0.006
O3 -0.93 0.64 -0.29  0.061
C32 -1.31 1.17 2.60  0.002
C33 -0.56 2.16 3.23  0.000
C34 -0.09 1.97 4.53  0.000
C35 -0.37 0.79 5.20  0.000
C36 -1.11 -0.20 4.57  0.001
C37 -1.58 -0.01 3.28  0.002
S1 -2.50 -1.39 2.60  0.009
O4 -3.89 -1.15 2.82  -0.002
O5 -1.90 -2.57 3.15  0.003
O6 -2.20 -1.27 1.11  0.038
H24 -1.82 3.75 0.24  0.000
H25 -0.34 3.08 2.71  0.000
H26 0.50 2.74 5.00  0.000
H27 0.00 0.63 6.20  0.000
H28 -1.31 -1.14 5.07  0.000

Spin multiplicity: 5
E (eV): -236784.490
Frontier orbital gap (spin up / spin down) (Eh): 0.2809 / 0.3187
LUMO level (spin up / spin down) (eV): -1.132 / -0.364


# 4
ORCA calculation (ωB97M-V with the def2-TZVPD basis set) on a structure of composition C29H36N3O8Re.

Each line ends with the Löwdin spin population.
CARTESIAN COORDINATES (ANGSTROEM)
Re1 0.22 0.27 1.10  0.827
C1 -0.48 -1.92 1.37  0.012
C2 -1.52 -1.05 1.82  -0.008
C3 -1.04 -0.27 2.91  0.008
C4 0.33 -0.63 3.12  -0.002
C5 0.66 -1.68 2.18  -0.003
C6 1.86 -2.58 2.19  0.001
C7 1.15 -0.19 4.29  0.001
C8 -1.87 0.60 3.79  0.006
C9 -2.93 -1.10 1.33  0.000
C10 -0.67 -2.95 0.31  0.006
H1 1.75 -3.37 1.45  0.000
H2 1.94 -3.05 3.17  -0.001
H3 2.83 -2.12 1.99  0.000
H4 0.90 -0.80 5.16  -0.001
H5 0.96 0.84 4.56  0.000
H6 2.23 -0.32 4.14  0.000
H7 -2.32 0.01 4.59  0.001
H8 -2.66 1.09 3.23  0.000
H9 -1.28 1.39 4.26  0.000
H10 -3.61 -0.69 2.08  0.000
H11 -3.21 -2.13 1.13  0.000
H12 -3.06 -0.54 0.40  -0.001
H13 0.25 -3.18 -0.22  0.000
H14 -1.39 -2.60 -0.44  0.000
H15 -1.06 -3.87 0.75  0.002
N1 0.30 2.42 1.51  0.020
C11 1.25 3.07 2.44  0.000
C12 2.37 3.71 1.66  0.000
C13 3.06 2.72 0.73  0.000
C14 3.47 1.45 1.45  0.001
N2 2.45 0.33 1.40  -0.004
H16 0.38 2.88 0.61  0.007
H17 -0.68 2.60 1.78  0.003
H18 1.63 2.32 3.13  0.000
H19 0.72 3.82 3.04  0.000
H20 3.10 4.12 2.36  0.000
H21 1.99 4.56 1.08  0.000
H22 3.95 3.19 0.31  0.000
H23 2.44 2.46 -0.13  0.000
H24 3.68 1.66 2.49  0.000
H25 4.38 1.04 1.01  0.000
H26 2.74 -0.32 2.11  0.001
H27 2.63 -0.13 0.50  -0.001
O1 -0.06 0.31 -2.55  0.009
C15 0.75 -0.30 -1.90  0.007
O2 1.21 0.08 -0.71  0.092
C16 1.39 -1.55 -2.44  0.001
C17 2.34 -2.26 -1.72  0.000
C18 2.93 -3.42 -2.23  0.000
C19 2.52 -3.82 -3.48  0.000
O3 2.93 -4.90 -4.19  0.000
C20 2.23 -4.85 -5.44  0.000
O4 1.36 -3.72 -5.40  0.000
C21 1.58 -3.11 -4.20  0.000
C22 1.00 -1.97 -3.72  0.000
H28 2.64 -1.92 -0.74  0.000
H29 3.67 -3.98 -1.67  0.000
H30 1.65 -5.76 -5.55  0.000
H31 2.96 -4.73 -6.25  0.000
H32 0.27 -1.41 -4.28  0.000
O5 -2.39 2.32 1.32  0.003
C23 -2.26 1.80 0.22  0.003
O6 -1.31 0.94 -0.09  0.006
C24 -3.20 2.11 -0.89  0.000
C25 -4.44 2.66 -0.56  0.000
C26 -5.35 2.97 -1.56  0.000
C27 -5.02 2.75 -2.88  0.001
C28 -3.78 2.22 -3.18  0.000
C29 -2.86 1.88 -2.21  0.001
N3 -3.43 2.00 -4.60  0.000
O7 -4.32 2.13 -5.42  0.000
O8 -2.26 1.84 -4.86  0.000
H33 -4.67 2.85 0.48  0.000
H34 -6.31 3.39 -1.30  0.000
H35 -5.71 2.98 -3.69  0.000
H36 -1.91 1.43 -2.48  0.000

Spin multiplicity: 2
E (eV): -53631.569
Total charge: +1
Frontier orbital gap (spin up / spin down) (Eh): 0.2843 / 0.2424
LUMO level (spin up / spin down) (eV): -2.697 / -3.838


# 5
ORCA calculation (ωB97M-V with the def2-TZVPD basis set) on an isolated molecule of C4H7N5.

Each line ends with the Löwdin charge.
CARTESIAN COORDINATES (ANGSTROEM)
C1 2.63 -0.80 0.12  -0.035
C2 1.16 -0.37 0.08  -0.392
N1 0.27 -1.31 -0.24  0.157
C3 -0.98 -0.89 -0.03  -0.521
N2 -2.04 -1.71 0.02  0.125
N3 -1.25 0.38 0.07  0.136
C4 -0.22 1.27 -0.06  -0.466
N4 -0.63 2.51 0.08  0.157
N5 1.06 0.92 -0.13  0.160
H1 3.25 -0.32 0.91  0.085
H2 3.13 -0.52 -0.77  0.056
H3 2.71 -1.88 0.20  0.063
H4 -2.96 -1.32 0.20  0.097
H5 -1.98 -2.75 0.33  0.155
H6 0.05 3.22 -0.08  0.101
H7 -1.62 2.75 -0.04  0.122

Spin multiplicity: 1
E (eV): -11712.664
SMILES: Cc1nc(N)nc(N)n1
Frontier orbital gap (Eh): 0.3656
LUMO level (eV): 0.918


# 6
ORCA calculation (ωB97M-V with the def2-TZVPD basis set) on a structure of composition BrO4PbV2.

Each line ends with the Löwdin charge.
CARTESIAN COORDINATES (ANGSTROEM)
Pb1 0.23 -2.14 0.55  1.430
O1 0.97 0.00 2.63  -0.171
V1 0.65 0.49 1.12  0.519
O2 -0.02 1.97 1.31  -0.145
O3 0.33 -0.27 -3.30  -0.044
V2 0.21 0.50 -1.92  1.177
O4 -1.00 -0.09 -1.21  -0.589
Br1 -1.37 -0.46 0.81  0.823

Spin multiplicity: 1
E (eV): -134810.674
Total charge: +3
Frontier orbital gap (Eh): 0.2096
LUMO level (eV): -18.281


# 7
ORCA calculation (ωB97M-V with the def2-TZVPD basis set) on a structure of composition C37H36N5O7SW.

Each line ends with the Löwdin spin population.
CARTESIAN COORDINATES (ANGSTROEM)
W1 -0.43 0.51 -1.29  1.550
C1 -2.00 -5.01 3.35  0.000
C2 -1.34 -3.86 2.60  0.000
C3 -1.07 -2.72 3.58  0.000
C4 -0.01 -4.35 2.02  0.000
C5 -2.22 -3.34 1.46  0.003
C6 -3.47 -3.89 1.14  -0.003
C7 -4.23 -3.43 0.08  0.003
C8 -3.73 -2.37 -0.67  0.000
S1 -4.40 -1.62 -2.10  0.029
C9 -3.08 -0.53 -2.12  0.051
N1 -2.20 -0.70 -1.17  0.016
C10 -2.52 -1.78 -0.34  0.006
C11 -1.75 -2.27 0.71  -0.002
C12 -2.79 0.47 -3.15  0.015
C13 -3.66 0.80 -4.17  0.002
C14 -3.26 1.72 -5.13  0.014
C15 -2.00 2.31 -5.03  0.000
C16 -1.14 2.00 -3.99  0.017
C17 -1.52 1.06 -3.02  0.006
H1 -1.34 -5.35 4.15  0.000
H2 -2.21 -5.86 2.71  0.000
H3 -2.94 -4.70 3.82  0.000
H4 -0.46 -3.07 4.41  0.000
H5 -2.00 -2.32 3.99  0.000
H6 -0.53 -1.90 3.10  0.000
H7 0.63 -4.73 2.82  0.000
H8 0.53 -3.56 1.50  0.000
H9 -0.17 -5.17 1.31  0.000
H10 -3.85 -4.72 1.71  0.000
H11 -5.17 -3.90 -0.17  0.000
H12 -0.78 -1.84 0.90  0.000
H13 -4.64 0.34 -4.24  0.000
H14 -3.92 1.98 -5.94  0.001
H15 -1.69 3.02 -5.78  0.000
H16 -0.17 2.47 -3.95  0.001
C18 -1.13 2.33 3.77  0.001
N2 -1.36 1.41 2.66  0.009
C19 -2.73 1.33 2.18  0.001
C20 -0.35 0.87 1.96  0.010
O1 -0.53 0.52 0.74  0.040
N3 0.85 0.66 2.51  0.006
C21 1.02 0.49 3.95  0.001
C22 1.97 0.32 1.64  0.001
H17 -1.77 3.19 3.63  0.000
H18 -0.10 2.67 3.78  0.000
H19 -1.37 1.87 4.73  0.000
H20 -3.38 1.08 3.02  0.000
H21 -2.82 0.55 1.42  0.000
H22 -3.04 2.29 1.76  0.000
H23 0.06 0.41 4.44  0.000
H24 1.59 1.32 4.39  0.000
H25 1.56 -0.44 4.12  0.000
H26 2.28 1.18 1.03  0.000
H27 1.73 -0.52 0.98  0.000
H28 2.81 0.04 2.27  0.000
O2 1.24 1.67 -1.71  0.018
C23 0.71 2.77 -1.32  0.035
O3 -0.47 2.72 -0.88  0.017
C24 1.47 4.05 -1.36  0.000
C25 0.83 5.20 -0.90  0.005
C26 1.54 6.39 -0.95  0.000
C27 2.83 6.47 -1.43  0.005
C28 3.41 5.30 -1.87  0.000
C29 2.77 4.08 -1.85  0.005
N4 4.80 5.36 -2.39  0.000
O4 5.34 6.44 -2.39  0.000
O5 5.29 4.31 -2.75  0.000
N5 0.88 7.62 -0.46  0.000
O6 1.48 8.65 -0.59  0.000
O7 -0.20 7.49 0.08  0.000
H29 -0.17 5.17 -0.51  0.000
H30 3.35 7.42 -1.47  0.000
H31 3.26 3.19 -2.21  0.000
C30 0.62 -1.17 -1.77  -0.008
C31 1.48 -2.04 -1.77  0.101
C32 2.49 -3.06 -1.77  0.015
C33 3.82 -2.73 -2.02  0.010
C34 4.78 -3.73 -2.03  -0.001
C35 4.42 -5.05 -1.78  0.007
C36 3.10 -5.37 -1.53  -0.001
C37 2.13 -4.39 -1.52  0.010
H32 4.09 -1.70 -2.22  0.001
H33 5.81 -3.48 -2.23  0.000
H34 5.18 -5.82 -1.78  0.000
H35 2.82 -6.40 -1.34  0.000
H36 1.09 -4.63 -1.34  0.001

Spin multiplicity: 3
E (eV): -73387.236
Total charge: +1
Frontier orbital gap (spin up / spin down) (Eh): 0.2428 / 0.2760
LUMO level (spin up / spin down) (eV): -3.590 / -3.567


Let's list ΔE to the lowest compared entry with this formula, charge and spin in order: 57.5; 909.0; 0.0; 79.0; 78.5; 789.6; 26.7 kJ/mol.
Let's list strongest force on any atom in order: 0.031; 0.060; 0.012; 0.033; 0.093; 0.198; 0.012 hartree/bohr.